# 1
{"formula": "C21H42NO24Tl", "method": "ωB97M-V/def2-TZVPD", "gap_ha": 0.076, "relative_energy_kcal_mol": 23.1, "charge": 2, "energy_ha": -2857.449873, "homo_energy_ev": -15.1, "species": ["Tl", "N", "O", "O", "O", "C", "O", "C", "O", "O", "C", "H", "H", "H", "H", "H", "H", "C", "O", "C", "O", "O", "C", "H", "H", "H", "H", "H", "H", "C", "O", "C", "O", "O", "C", "H", "H", "H", "H", "H", "H", "C", "O", "C", "O", "O", "C", "H", "H", "H", "H", "H", "H", "C", "O", "C", "O", "O", "C", "H", "H", "H", "H", "H", "H", "C", "O", "C", "O", "O", "C", "H", "H", "H", "H", "H", "H", "C", "O", "C", "O", "O", "C", "H", "H", "H", "H", "H", "H"], "positions_angstrom": [[1.6333, -0.1786, 2.8072], [-0.4375, 0.4521, 0.0661], [-0.2252, -0.6498, 0.6075], [-1.2462, 0.5728, -0.8246], [0.2787, 1.3748, 0.4330], [-0.0603, 3.2838, -2.9247], [-0.5102, 4.5185, -3.4161], [0.2897, 5.6128, -3.4537], [-0.0908, 6.5977, -4.0037], [1.4521, 5.4057, -2.8537], [2.3074, 6.5368, -2.6240], [0.5238, 3.3803, -2.0009], [0.7803, 3.0202, -3.5973], [-0.8185, 2.5127, -2.9024], [1.9563, 7.4713, -3.0574], [3.2937, 6.2946, -3.0064], [2.2835, 6.7034, -1.5451], [-1.9756, -3.0219, 1.5038], [-2.2817, -3.3806, 2.8295], [-1.4321, -3.0319, 3.7957], [-0.3948, -2.4526, 3.6253], [-1.8791, -3.5601, 4.9095], [-1.1577, -3.3499, 6.1109], [-1.8713, -1.9264, 1.4704], [-2.7124, -3.4715, 0.8481], [-1.0065, -3.4698, 1.2281], [-0.1923, -3.8519, 6.0990], [-1.7468, -3.6616, 6.9695], [-1.0532, -2.2698, 6.2669], [0.7853, -0.3542, -7.1344], [-0.3589, 0.3362, -6.6367], [-1.0866, -0.1665, -5.6650], [-0.9849, -1.3058, -5.2617], [-1.9095, 0.7503, -5.2122], [-2.8263, 0.3786, -4.1854], [1.1981, 0.2096, -7.9620], [0.4641, -1.3393, -7.4801], [1.4981, -0.4805, -6.3172], [-3.5136, 1.1975, -4.0062], [-2.2525, 0.1547, -3.2831], [-3.3762, -0.5223, -4.4539], [3.1436, -4.7251, 2.7756], [2.7679, -4.8080, 1.3983], [1.8629, -3.9806, 0.9019], [1.2930, -3.1139, 1.5277], [1.7447, -4.2905, -0.3712], [0.9306, -3.4825, -1.2197], [3.3976, -3.7141, 3.0947], [4.0136, -5.3597, 2.9059], [2.2937, -5.1159, 3.3371], [0.2746, -4.1773, -1.7533], [1.5630, -3.0417, -1.9810], [0.2321, -2.8320, -0.6991], [1.2382, 4.3417, 0.6561], [1.5948, 4.8110, 1.9441], [1.2378, 4.0139, 2.9322], [0.9275, 2.8508, 2.8439], [1.3411, 4.6995, 4.0511], [0.9385, 4.1075, 5.2621], [0.1760, 4.0885, 0.5794], [1.7329, 3.4165, 0.3533], [1.4374, 5.1264, -0.0636], [-0.1371, 4.1134, 5.4282], [1.4657, 4.5539, 6.1021], [1.2573, 3.0604, 5.3407], [-4.1942, 0.4801, 0.1809], [-4.3795, -0.8603, 0.6288], [-4.9911, -1.0807, 1.7673], [-5.5146, -0.2616, 2.4666], [-5.0072, -2.4010, 2.0092], [-5.9245, -2.8186, 3.0017], [-3.3661, 0.9992, 0.6656], [-5.1111, 1.0294, 0.3947], [-3.9947, 0.4000, -0.8822], [-5.8000, -2.2141, 3.9070], [-5.8230, -3.8574, 3.2968], [-6.9567, -2.6304, 2.6955], [1.8610, -0.0213, -2.2922], [3.0579, -0.7761, -2.0710], [3.5537, -0.9159, -0.8542], [3.0243, -0.6369, 0.2043], [4.7299, -1.4960, -0.9626], [5.3478, -1.9622, 0.2327], [1.1551, -0.3235, -1.5283], [1.5185, -0.2854, -3.2864], [2.0789, 1.0422, -2.2082], [5.5671, -1.1670, 0.9455], [6.3218, -2.3250, -0.0913], [4.7758, -2.7790, 0.6705]]}


# 2
{"formula": "CH2Cl2Na", "method": "ωB97M-V/def2-TZVPD", "gap_ha": 0.400, "relative_energy_kcal_mol": 0.1, "charge": 1, "energy_ha": -1121.778992, "homo_energy_ev": -15.6, "species": ["Cl", "Cl", "C", "H", "H", "Na"], "positions_angstrom": [[-1.7741, 2.4928, 1.9726], [-1.8173, 1.0172, -0.5666], [-2.6277, 2.2027, 0.4570], [-3.6517, 1.8468, 0.6812], [-2.7168, 3.1574, -0.0962], [0.3126, 0.6209, 1.3262]]}


# 3
{"formula": "C5H12NO", "method": "ωB97M-V/def2-TZVPD", "gap_ha": 0.211, "relative_energy_kcal_mol": 43.8, "charge": -1, "energy_ha": -327.626282, "homo_energy_ev": -2.1, "smiles": "CCN[C@H](C)C[O-]", "species": ["C", "C", "N", "C", "C", "C", "O", "H", "H", "H", "H", "H", "H", "H", "H", "H", "H", "H", "H"], "positions_angstrom": [[-3.1447, -0.7891, 0.5554], [-1.8901, -0.0998, -0.1877], [-0.6014, -0.4322, 0.3618], [0.8149, -0.0024, -1.6715], [0.5931, 0.3165, -0.1260], [1.8756, 0.0394, 0.6890], [2.8776, 1.0198, 0.4732], [-3.5767, 0.0796, 1.1738], [-2.8675, -1.6133, 1.2985], [-3.9135, -1.1564, -0.1770], [-1.9033, 1.0375, -0.1262], [-2.0100, -0.4218, -1.3129], [-0.6250, -0.1718, 1.2790], [1.5174, 0.7346, -2.1424], [0.9830, -1.1167, -1.8745], [-0.1939, 0.3550, -2.0587], [0.3797, 1.4024, 0.0313], [1.7250, -0.1709, 1.8362], [2.1806, -0.8790, 0.1986]]}